{"formula": "C48H90CsF5N11OPSi2Te", "method": "ωB97M-V with the def2-TZVPD basis set", "symbols": ["Cs", "C", "N", "C", "C", "N", "N", "C", "N", "N", "H", "H", "H", "H", "H", "H", "H", "H", "H", "H", "H", "C", "N", "C", "C", "N", "C", "C", "N", "C", "C", "N", "C", "N", "C", "C", "C", "N", "C", "H", "H", "H", "H", "H", "H", "H", "H", "H", "H", "H", "H", "H", "H", "H", "H", "H", "H", "H", "H", "H", "H", "H", "H", "C", "Si", "C", "C", "C", "Te", "C", "Si", "C", "C", "C", "H", "H", "H", "H", "H", "H", "H", "H", "H", "H", "H", "H", "H", "H", "H", "H", "H", "H", "H", "H", "H", "H", "F", "C", "C", "C", "F", "C", "F", "C", "F", "C", "F", "O", "P", "C", "C", "C", "C", "C", "C", "C", "C", "C", "C", "C", "C", "C", "C", "C", "C", "C", "C", "H", "H", "H", "H", "H", "H", "H", "H", "H", "H", "H", "H", "H", "H", "H", "H", "H", "H", "H", "H", "H", "H", "H", "H", "H", "H", "H", "H", "H", "H", "H", "H", "H"], "positions_angstrom": [[0.161124, 0.330615, 1.300878], [-5.301060, -2.804700, 1.622732], [-4.085250, -2.395601, 2.302810], [-4.133841, -2.079167, 3.715776], [-2.915681, -2.118604, 1.628726], [-1.887246, -1.529160, 2.095779], [-2.946076, -2.604041, 0.307195], [-1.920723, -2.560489, -0.639576], [-2.158806, -3.487978, -1.658306], [-0.916532, -1.792117, -0.547136], [-6.145744, -2.643271, 2.287705], [-5.303019, -3.867867, 1.354359], [-5.475700, -2.213083, 0.722184], [-5.072660, -2.438548, 4.128383], [-4.062909, -1.002180, 3.904385], [-3.321556, -2.575393, 4.249966], [-2.009822, -1.251077, 3.066227], [-3.562970, -3.388953, 0.184977], [-3.124759, -3.626355, -1.916332], [-1.562688, -3.372251, -2.463835], [-0.307030, -1.903851, -1.353817], [1.266707, 3.875628, 1.074860], [2.232426, 4.362253, 0.109457], [2.628923, 5.748936, 0.028267], [4.045494, 5.664866, -0.543019], [4.129764, 4.306404, -1.063470], [5.465049, 3.877094, -1.414573], [3.185560, 3.508186, -0.397800], [3.068121, 2.247584, -0.234159], [4.066046, 1.279543, -0.643741], [3.713606, -0.103171, -0.064281], [3.176401, -1.048547, -1.032944], [3.891418, -1.532640, -1.963880], [3.332443, -2.392806, -2.920854], [1.918701, -2.290832, -3.170173], [4.220176, -2.467474, -4.062020], [5.563374, -2.294203, -3.386241], [5.242861, -1.376022, -2.299578], [6.289818, -1.251899, -1.301491], [0.812862, 4.723646, 1.586600], [1.752753, 3.238714, 1.817499], [0.484854, 3.305003, 0.572997], [2.620798, 6.221262, 1.013156], [1.963114, 6.327604, -0.621825], [4.798763, 5.825064, 0.240385], [4.226608, 6.391559, -1.335997], [5.907661, 4.644216, -2.051925], [5.448396, 2.951249, -1.978213], [6.116097, 3.753110, -0.539268], [5.066669, 1.554894, -0.292638], [4.124216, 1.185083, -1.735297], [2.943780, 0.071757, 0.680229], [4.546852, -0.528620, 0.500913], [1.401951, -2.303947, -2.213201], [1.592107, -3.139533, -3.773569], [1.657128, -1.359268, -3.688574], [4.031191, -1.650093, -4.773954], [4.121752, -3.418144, -4.585410], [6.326461, -1.873305, -4.040506], [5.925188, -3.253792, -2.993097], [7.234760, -1.113018, -1.826858], [6.371132, -2.147262, -0.674327], [6.143263, -0.387983, -0.664827], [-0.783443, -4.842613, 6.184890], [0.352911, -3.671284, 5.259538], [-0.270137, -1.919294, 5.476866], [2.092167, -3.877793, 5.897827], [0.279185, -4.161763, 3.439189], [1.572351, -3.033119, 2.177626], [1.228504, -4.205919, 0.421337], [2.458789, -5.586218, 0.169561], [2.413219, -6.751422, 1.631549], [1.998446, -6.519893, -1.395977], [4.165181, -4.860792, -0.062951], [-0.776910, -4.623988, 7.255991], [-0.465887, -5.880205, 6.056233], [-1.816794, -4.762893, 5.836343], [0.010520, -1.517960, 6.454331], [-1.362210, -1.883018, 5.417001], [0.151303, -1.241171, 4.733416], [2.169340, -3.524350, 6.929380], [2.810930, -3.312174, 5.308285], [2.381888, -4.932785, 5.878946], [-0.735036, -4.013826, 3.055335], [0.541131, -5.216771, 3.330197], [1.282491, -3.494630, -0.407917], [0.192330, -4.551063, 0.479133], [1.434221, -7.227434, 1.729938], [2.633976, -6.222221, 2.561908], [3.157769, -7.543605, 1.515282], [0.995255, -6.947980, -1.325922], [2.696110, -7.337707, -1.595363], [2.017639, -5.851045, -2.261431], [4.474540, -4.276946, 0.806881], [4.168870, -4.203402, -0.938147], [4.902135, -5.652827, -0.223195], [2.465187, -0.738540, 4.393489], [2.142567, 0.494982, 4.941962], [1.437817, 1.396471, 4.203976], [1.242107, 2.601677, 4.814099], [0.537590, 3.603337, 4.179288], [1.691605, 2.915561, 6.087039], [1.479260, 4.122569, 6.660329], [2.380586, 1.949635, 6.800256], [2.826883, 2.214138, 8.046171], [2.617328, 0.713843, 6.222804], [3.297499, -0.223046, 6.921279], [-1.195146, 1.995053, -0.504235], [-2.260202, 2.386250, -1.479452], [-1.673454, 3.831276, -2.421186], [-1.368570, 5.009560, -1.460437], [-2.413749, 6.109629, -1.603089], [-2.364771, 6.724199, -3.009283], [-1.986568, 5.679513, -4.072741], [-2.468764, 4.293402, -3.656349], [-2.523556, 1.016646, -2.652950], [-1.196520, 0.757161, -3.387767], [-1.268508, -0.532728, -4.207443], [-2.604611, -0.684056, -4.962942], [-3.339704, 0.648424, -5.049971], [-3.711269, 1.121021, -3.644433], [-3.723799, 2.868693, -0.487100], [-3.900429, 1.931048, 0.721221], [-4.774158, 0.721408, 0.418437], [-6.146147, 1.161841, -0.076750], [-6.014214, 2.018699, -1.331931], [-5.081044, 3.211092, -1.126206], [-0.709296, 3.451218, -2.776944], [-0.381079, 5.412638, -1.702504], [-1.283469, 4.655416, -0.431153], [-2.268643, 6.880516, -0.844925], [-3.407533, 5.688749, -1.416146], [-1.643127, 7.543824, -3.030395], [-3.335554, 7.163580, -3.250560], [-0.899892, 5.643788, -4.197918], [-2.397005, 5.959348, -5.044157], [-2.345342, 3.573568, -4.467422], [-3.541586, 4.341719, -3.451744], [-2.679576, 0.161701, -1.981813], [-0.373166, 0.714030, -2.672710], [-0.981363, 1.595898, -4.056322], [-1.118877, -1.385391, -3.538021], [-0.433770, -0.550119, -4.910617], [-3.253464, -1.396348, -4.441165], [-2.434599, -1.101913, -5.956302], [-4.245684, 0.555305, -5.651463], [-2.712732, 1.389037, -5.555964], [-4.519321, 0.479526, -3.287253], [-4.124455, 2.129030, -3.685029], [-3.321382, 3.806011, -0.083689], [-4.381970, 2.515005, 1.513903], [-2.928029, 1.623152, 1.105225], [-4.863525, 0.107192, 1.318810], [-4.290747, 0.084412, -0.334770], [-6.641291, 1.737135, 0.714138], [-6.785918, 0.298940, -0.279728], [-6.993176, 2.387839, -1.646486], [-5.650721, 1.390644, -2.147877], [-5.576871, 3.913449, -0.446162], [-4.953166, 3.753429, -2.064733]], "forces_ev_per_angstrom": [[0.716, 0.532, 0.163], [-0.022, 0.022, 0.009], [0.000, -0.016, 0.002], [0.006, 0.005, 0.020], [0.047, -0.051, -0.107], [-0.429, -0.307, 0.201], [0.002, -0.002, 0.044], [-0.014, 0.062, 0.077], [0.022, -0.002, -0.010], [-0.204, -0.126, -0.203], [0.005, 0.007, 0.001], [0.013, -0.006, 0.004], [0.011, 0.005, -0.009], [0.005, -0.003, -0.002], [-0.009, 0.002, -0.011], [0.024, 0.000, 0.022], [-0.086, -0.004, -0.059], [0.004, -0.012, -0.010], [0.014, 0.004, -0.014], [-0.022, -0.015, 0.036], [-0.044, 0.048, 0.011], [0.035, 0.007, -0.044], [0.060, -0.068, 0.045], [0.006, 0.001, -0.007], [0.000, -0.021, -0.012], [-0.012, -0.018, -0.008], [-0.001, 0.018, 0.018], [-0.029, -0.005, 0.020], [0.033, 0.032, -0.056], [0.023, 0.001, -0.031], [-0.112, -0.139, 0.117], [0.020, 0.113, -0.023], [0.030, -0.134, 0.061], [-0.036, -0.001, 0.004], [-0.033, -0.018, 0.031], [-0.026, 0.017, -0.022], [0.027, 0.014, 0.005], [0.004, 0.010, 0.020], [0.031, -0.014, -0.040], [0.022, 0.011, -0.015], [-0.067, -0.003, 0.021], [-0.037, 0.001, 0.042], [-0.005, 0.008, 0.010], [-0.016, -0.023, -0.030], [-0.002, -0.014, 0.011], [0.005, 0.010, -0.005], [-0.002, 0.004, -0.002], [-0.017, -0.014, -0.010], [-0.005, 0.000, 0.009], [0.004, 0.009, 0.027], [-0.012, -0.004, -0.010], [-0.024, 0.008, 0.077], [0.058, 0.008, -0.067], [0.038, 0.002, -0.057], [0.015, -0.006, -0.003], [-0.017, 0.033, -0.022], [-0.006, 0.002, -0.004], [-0.002, -0.016, 0.002], [0.007, 0.012, -0.001], [0.001, -0.001, 0.006], [0.012, -0.028, -0.007], [-0.021, -0.001, 0.014], [-0.015, 0.049, -0.002], [-0.042, -0.045, 0.059], [0.005, 0.048, -0.111], [-0.010, -0.002, 0.030], [-0.003, -0.047, 0.110], [-0.148, 0.009, 0.001], [0.419, -0.079, 0.110], [-0.152, 0.079, -0.137], [-0.053, 0.042, 0.010], [0.075, -0.095, 0.023], [-0.003, -0.047, -0.037], [0.076, 0.012, -0.013], [-0.007, -0.001, -0.012], [-0.008, 0.004, 0.005], [0.015, 0.002, -0.006], [0.000, -0.036, -0.001], [0.000, 0.010, -0.039], [-0.064, -0.004, -0.031], [-0.014, -0.026, -0.012], [0.044, 0.066, -0.071], [0.016, 0.039, -0.014], [-0.002, -0.021, 0.014], [0.017, 0.020, 0.014], [0.015, -0.045, 0.054], [0.022, -0.017, -0.023], [0.005, 0.013, 0.005], [-0.003, 0.011, -0.028], [-0.024, -0.003, 0.014], [0.007, 0.007, 0.004], [-0.010, 0.011, 0.006], [0.004, 0.005, 0.019], [-0.020, -0.006, -0.007], [-0.001, -0.016, 0.031], [0.002, 0.030, -0.006], [-0.042, 0.002, 0.127], [0.232, -0.023, -0.038], [-0.163, 0.027, -0.359], [-0.058, 0.024, 0.236], [-0.001, -0.025, 0.002], [-0.018, 0.116, 0.047], [0.016, -0.121, -0.068], [0.081, 0.022, 0.161], [-0.056, -0.034, -0.164], [0.038, -0.075, 0.038], [-0.054, 0.065, -0.048], [-0.070, 0.131, -0.233], [0.062, -0.068, 0.163], [-0.002, 0.056, -0.081], [0.055, -0.037, -0.004], [-0.045, -0.020, 0.021], [-0.007, 0.022, -0.020], [0.038, 0.009, -0.016], [-0.040, -0.039, 0.057], [-0.042, -0.055, -0.047], [-0.039, 0.073, -0.028], [0.038, -0.043, 0.031], [0.001, -0.030, -0.004], [0.033, 0.037, -0.012], [0.047, -0.073, -0.030], [-0.087, 0.033, 0.013], [-0.014, 0.046, 0.049], [0.033, -0.075, -0.016], [-0.049, 0.009, 0.020], [-0.020, -0.063, -0.061], [0.003, 0.028, 0.033], [0.025, -0.005, 0.008], [-0.022, 0.022, -0.001], [-0.026, 0.004, -0.002], [0.029, 0.005, -0.004], [0.009, 0.009, -0.014], [0.009, -0.010, 0.002], [-0.005, -0.007, 0.003], [-0.007, 0.004, 0.013], [-0.021, -0.005, 0.003], [0.015, 0.003, -0.029], [0.008, 0.015, 0.009], [0.011, 0.017, -0.013], [-0.009, -0.035, 0.026], [-0.012, -0.005, -0.002], [-0.011, 0.014, -0.014], [0.011, 0.008, -0.017], [0.002, 0.018, 0.016], [0.001, 0.013, -0.004], [-0.007, -0.024, -0.001], [0.004, -0.012, 0.016], [0.084, -0.033, -0.058], [0.024, 0.037, -0.019], [0.010, -0.001, 0.011], [-0.018, -0.031, 0.012], [-0.009, 0.046, -0.059], [-0.007, 0.023, 0.002], [-0.006, 0.033, 0.006], [0.015, 0.007, -0.010], [0.005, -0.008, -0.012], [-0.014, 0.005, 0.016], [-0.084, 0.103, 0.170], [-0.006, -0.022, 0.000], [0.003, -0.009, -0.007]], "energy_ev": -116150.603, "orbital_gap_ev": 6.45, "de_lowest_kj_mol": 74.9}